[1]
DFT (ωB97M-V/def2-TZVPD) results for a structure of composition C33H26Cl2CoN6O4.

Geometry as ORCA input:
```
! RIJCOSX wB97M-V def2-TZVPD def2/J DEFGRID3
* xyz -2 4
Co 0.27 0.37 0.77
Cl 3.81 -5.57 -0.07
C 3.41 -3.87 0.09
C 2.09 -3.52 0.32
C 1.70 -2.19 0.46
N 0.35 -1.81 0.57
C -0.46 -2.65 1.21
O -0.17 -3.56 2.00
C -1.95 -2.51 0.91
C -2.84 -3.09 1.82
C -4.20 -3.06 1.56
C -4.63 -2.47 0.38
C -3.68 -1.94 -0.47
N -2.37 -1.95 -0.22
C 2.69 -1.18 0.34
C 4.02 -1.56 0.12
C 4.37 -2.89 0.00
Cl 6.06 -3.29 -0.26
N 2.23 0.11 0.39
C 3.00 1.20 0.26
O 4.23 1.27 0.32
C 2.17 2.75 -1.62
C 2.37 4.18 -2.03
C 1.44 4.79 -2.79
C 0.16 4.16 -3.09
C -0.18 3.08 -2.35
N 0.72 2.43 -1.58
H 1.35 -4.30 0.41
H -2.43 -3.54 2.71
H -4.90 -3.49 2.26
H -5.68 -2.42 0.12
H -3.98 -1.47 -1.40
H 4.77 -0.79 0.06
H 3.24 4.71 -1.69
H 1.59 5.81 -3.11
H -0.54 4.63 -3.76
H -1.20 2.71 -2.29
O -1.62 1.19 4.33
C -1.20 1.00 3.18
O -0.05 0.62 2.81
C -2.17 1.27 2.03
C -3.33 2.01 2.23
C -4.12 2.32 1.13
C -3.73 1.85 -0.13
C -2.58 1.09 -0.22
N -1.81 0.82 0.83
H -3.57 2.34 3.23
H -5.01 2.92 1.24
H -4.31 2.07 -1.02
H -2.24 0.68 -1.17
C 1.78 1.10 -4.43
N 2.99 1.64 -3.85
C 3.55 2.71 -4.64
C 3.03 1.74 -2.40
C 2.21 2.49 -0.05
C 2.73 3.58 0.83
C 1.91 4.34 1.56
C 0.46 4.26 1.44
C -0.09 3.39 0.57
C 0.67 2.33 -0.08
H 2.00 0.71 -5.43
H 0.97 1.83 -4.52
H 1.42 0.27 -3.81
H 3.88 2.31 -5.61
H 4.43 3.12 -4.13
H 2.86 3.54 -4.83
H 4.07 1.93 -2.11
H 2.78 0.75 -2.03
H 3.81 3.69 0.89
H 2.33 5.09 2.23
H -0.16 4.94 2.01
H -1.16 3.43 0.39
*
```

As for the expectation value of S²: 3.7639. As for the HOMO energy (alpha / beta): -0.033 / -0.059 Ha. For the relative energy (zero: lowest compared OMol25 entry of this formula, charge and spin), the calculation gives 192.65 kJ/mol. As for the frontier orbital gap (alpha / beta): 5.257 / 5.962 eV.

=====

[2]
DFT (ωB97M-V/def2-TZVPD) results for a structure of composition C33H26IO2PPdTe.

Geometry as ORCA input:
```
! RIJCOSX wB97M-V def2-TZVPD def2/J DEFGRID3
* xyz 2 5
Pd 0.39 0.05 -0.43
C -5.16 5.04 -1.29
C -4.24 4.95 -2.33
C -3.16 4.08 -2.23
C -3.01 3.30 -1.08
C -3.94 3.39 -0.04
C -5.01 4.26 -0.15
P -1.63 2.22 -0.84
C -0.78 1.84 -2.37
C 0.61 1.96 -2.50
C 1.22 1.61 -3.70
C 0.45 1.14 -4.76
C -0.93 1.01 -4.62
C -1.54 1.35 -3.43
C -0.53 2.68 0.45
C -0.60 3.90 1.13
C 0.33 4.17 2.11
C 1.31 3.22 2.41
C 1.36 2.00 1.75
C 0.43 1.70 0.77
H -6.00 5.72 -1.38
H -4.35 5.56 -3.21
H -2.44 4.02 -3.03
H -3.83 2.78 0.85
H -5.74 4.33 0.65
H 1.21 2.40 -1.71
H 2.29 1.73 -3.82
H 0.93 0.88 -5.69
H -1.52 0.64 -5.45
H -2.62 1.23 -3.33
H -1.37 4.63 0.88
H 0.31 5.11 2.64
H 2.03 3.44 3.19
H 2.12 1.28 2.03
C 2.73 -2.84 0.20
Te 2.88 -1.00 -0.85
C 4.21 -0.44 0.72
C 4.73 -1.76 1.24
C 5.90 -1.81 1.99
C 6.36 -3.03 2.47
C 5.67 -4.20 2.19
C 4.50 -4.15 1.44
C 4.03 -2.93 0.97
H 2.58 -3.64 -0.52
H 1.87 -2.78 0.86
H 3.71 0.15 1.48
H 5.00 0.16 0.27
H 6.45 -0.90 2.20
H 7.28 -3.06 3.05
H 6.04 -5.15 2.55
H 3.97 -5.06 1.22
I -4.17 -7.21 2.36
C -3.28 -5.51 1.75
C -4.07 -4.36 1.47
C -3.45 -3.21 1.08
C -2.05 -3.17 0.94
C -1.27 -4.31 1.20
C -1.87 -5.46 1.61
C -1.40 -1.86 0.53
O -1.96 -0.82 0.86
O -0.31 -1.98 -0.13
H -5.14 -4.42 1.58
H -4.01 -2.30 0.89
H -0.20 -4.25 1.07
H -1.29 -6.35 1.83
*
```

As for the expectation value of S²: 6.0410. As for the HOMO energy (alpha / beta): -0.467 / -0.489 Ha. For the relative energy (zero: lowest compared OMol25 entry of this formula, charge and spin), the calculation gives 18.24 kJ/mol. As for the frontier orbital gap (alpha / beta): 7.299 / 3.886 eV.

=====

[3]
DFT (ωB97M-V/def2-TZVPD) results for a structure of composition C33H26N9O4Rb.

Geometry as ORCA input:
```
! RIJCOSX wB97M-V def2-TZVPD def2/J DEFGRID3
* xyz 0 1
Rb -0.29 -0.72 1.03
C -3.76 -3.95 1.90
C -3.91 -3.94 3.27
C -2.85 -3.53 4.06
C -1.66 -3.14 3.46
N -1.52 -3.15 2.13
C -2.54 -3.54 1.38
C -0.48 -2.67 4.26
C -0.42 -2.83 5.64
C 0.69 -2.35 6.32
C 1.70 -1.72 5.61
C 1.57 -1.61 4.23
N 0.51 -2.08 3.58
C 2.63 -0.93 3.39
C 3.76 -0.36 3.96
C 4.68 0.28 3.14
C 4.45 0.34 1.78
C 3.30 -0.26 1.30
N 2.41 -0.89 2.07
H -4.57 -4.24 1.24
H -4.85 -4.23 3.73
H -2.96 -3.50 5.14
H -2.38 -3.53 0.31
H -1.21 -3.33 6.18
H 0.76 -2.46 7.39
H 2.56 -1.34 6.13
H 3.93 -0.41 5.02
H 5.56 0.73 3.58
H 5.13 0.84 1.11
H 3.07 -0.24 0.24
C 2.49 -2.28 -2.11
C 1.15 -1.88 -2.62
N 0.10 -1.65 -1.87
C -0.92 -1.32 -2.75
C -0.48 -1.35 -4.03
N 0.85 -1.72 -3.95
C 1.77 -1.80 -5.06
N 1.80 -0.56 -5.80
N 1.49 -0.57 -7.12
N 1.56 0.63 -7.58
C 1.93 1.46 -6.53
C 2.13 2.85 -6.51
C 2.47 3.41 -5.30
C 2.60 2.62 -4.13
C 2.41 1.26 -4.14
C 2.08 0.70 -5.39
H 2.42 -2.39 -1.03
H 3.26 -1.53 -2.32
H 2.83 -3.23 -2.52
H -1.91 -1.06 -2.40
H -0.96 -1.14 -4.97
H 1.48 -2.57 -5.77
H 2.76 -2.03 -4.66
H 2.02 3.44 -7.40
H 2.63 4.48 -5.23
H 2.84 3.11 -3.20
H 2.48 0.67 -3.24
O -2.18 0.62 2.07
C -1.73 1.62 1.45
O -0.57 1.77 1.00
C -2.68 2.77 1.18
C -2.66 3.43 -0.04
C -3.53 4.47 -0.30
C -4.40 4.86 0.70
C -4.44 4.24 1.93
C -3.58 3.18 2.16
N -5.33 5.99 0.44
O -5.24 6.55 -0.63
O -6.01 6.38 1.36
H -1.94 3.12 -0.79
H -3.54 4.99 -1.25
H -5.13 4.59 2.68
H -3.61 2.65 3.10
*
```

As for the HOMO energy: -0.310 Ha. For the relative energy (zero: lowest compared OMol25 entry of this formula, charge and spin), the calculation gives 18.59 kJ/mol. As for the frontier orbital gap: 8.268 eV.

=====

[4]
DFT (ωB97M-V/def2-TZVPD) results for a structure of composition C33H27BF4O4.

Geometry as ORCA input:
```
! RIJCOSX wB97M-V def2-TZVPD def2/J DEFGRID3
* xyz 0 1
F -2.91 2.08 -0.18
C -2.80 0.81 0.34
C -3.77 -0.12 0.00
C -3.63 -1.39 0.55
F -4.56 -2.34 0.21
C -2.62 -1.71 1.45
C -1.63 -0.76 1.77
C -0.44 -1.09 2.61
C 0.69 -1.36 1.66
C 1.79 -2.35 1.75
C 3.13 -2.07 1.14
F 4.14 -3.02 1.27
C 3.21 -1.12 0.15
C 2.04 -0.42 -0.15
F 2.12 0.55 -1.12
C 0.83 -0.60 0.49
C -1.76 0.53 1.21
H -4.58 0.14 -0.67
H -2.55 -2.71 1.88
H -0.47 -1.80 3.42
H 1.48 -3.40 1.76
H 4.10 -0.99 -0.45
H -0.02 -0.08 0.05
H -0.99 1.27 1.41
C 1.04 -0.75 8.79
C -0.11 -0.36 7.98
C -1.10 0.53 8.27
C -1.89 0.62 7.13
C -1.33 -0.20 6.11
B 2.32 -1.53 2.96
C -1.88 -0.33 4.83
C -2.92 -1.14 4.34
C -3.87 -0.25 3.76
C -3.28 1.00 3.74
C -3.70 2.31 3.29
O -2.04 0.95 4.27
C 2.42 0.00 3.21
C 2.86 0.69 4.33
C 2.84 2.09 4.05
C 2.13 2.22 2.87
C 1.94 3.40 2.05
O 1.87 0.98 2.36
C 2.05 -2.39 4.20
C 3.01 -2.86 5.08
C 2.35 -3.79 5.93
C 1.01 -3.75 5.61
C 0.01 -4.48 6.36
O 0.79 -2.97 4.51
O -0.27 -0.86 6.71
H 0.81 -0.58 9.85
H 1.31 -1.80 8.67
H 1.92 -0.13 8.56
H -1.21 1.03 9.23
H -2.75 1.29 7.07
H -2.98 -2.23 4.42
H -4.82 -0.53 3.32
H -4.56 2.27 2.61
H -3.98 2.89 4.19
H -2.85 2.82 2.79
H 3.11 0.19 5.27
H 3.32 2.89 4.62
H 2.58 4.20 2.46
H 2.29 3.18 1.03
H 0.93 3.83 2.01
H 4.07 -2.58 5.07
H 2.78 -4.39 6.73
H 0.39 -5.52 6.44
H 0.03 -4.13 7.41
H -1.02 -4.49 6.01
*
```

As for the HOMO energy: -0.257 Ha. For the relative energy (zero: lowest compared OMol25 entry of this formula, charge and spin), the calculation gives 276.84 kJ/mol. As for the frontier orbital gap: 6.264 eV.

=====

Summary of total energy in Eh
-4205.84654; -2457.87125; -2090.96260; -1998.68801
(order as listed above)
Summary of max |F| in hartree/bohr
0.009; 0.015; 0.036; 0.115
(order as listed above)
Summary of molecular weight in g/mol
700.45; 846.47; 698.10; 574.38
(order as listed above)